{"formula": "C24H24BF6IrN4O2Sb", "method": "wB97M-V/def2-TZVPD", "elements": ["Ir", "C", "C", "C", "C", "C", "C", "C", "C", "N", "C", "O", "C", "C", "C", "C", "C", "N", "C", "O", "N", "C", "C", "C", "C", "C", "C", "C", "C", "H", "H", "H", "H", "H", "H", "H", "H", "H", "H", "H", "H", "H", "H", "H", "H", "H", "H", "H", "H", "H", "B", "C", "N", "H", "H", "H", "F", "Sb", "F", "F", "F", "F", "F"], "coordinates": [[-0.54, 0.39, -0.41], [2.63, 1.51, -2.08], [2.15, 0.37, -2.93], [2.98, -0.54, -3.47], [2.45, -1.72, -4.18], [1.08, -1.56, -4.71], [0.23, -0.63, -4.21], [-1.19, -0.52, -4.68], [0.74, 0.23, -3.19], [-0.12, 0.91, -2.35], [-0.79, 2.03, -2.81], [-0.71, 2.49, -3.93], [-1.65, 2.67, -1.74], [-2.46, 3.77, -1.93], [-3.22, 4.22, -0.86], [-3.14, 3.58, 0.37], [-2.30, 2.49, 0.50], [-1.59, 2.08, -0.54], [-2.06, 1.70, 1.76], [-2.51, 2.09, 2.82], [-1.31, 0.58, 1.55], [-0.80, -0.08, 2.70], [0.05, 0.64, 3.42], [0.53, 2.03, 3.42], [0.03, -0.51, 5.66], [-0.90, -1.41, 5.47], [-1.33, -1.99, 4.21], [-1.28, -1.45, 2.98], [-1.99, -2.18, 1.88], [3.69, 1.69, -2.27], [2.51, 1.28, -1.02], [2.08, 2.42, -2.29], [4.05, -0.47, -3.31], [3.15, -2.22, -4.85], [0.74, -2.26, -5.47], [-1.39, -1.24, -5.47], [-1.38, 0.48, -5.06], [-1.89, -0.70, -3.86], [-2.48, 4.24, -2.91], [-3.87, 5.07, -0.98], [-3.72, 3.90, 1.23], [0.93, 2.26, 2.43], [1.34, 2.15, 4.14], [-0.29, 2.71, 3.66], [0.44, -0.02, 6.52], [-1.41, -1.73, 6.37], [-1.82, -2.95, 4.31], [-1.96, -3.26, 2.06], [-1.56, -1.99, 0.90], [-3.04, -1.87, 1.85], [1.47, -3.87, -0.26], [0.82, -2.46, -0.54], [0.34, -1.42, -0.53], [0.73, -4.80, -0.22], [2.65, -3.99, -0.29], [2.33, -2.45, -3.38], [1.03, 0.83, 0.57], [2.25, -1.62, 1.99], [3.88, -2.44, 1.45], [3.23, -0.28, 3.02], [2.04, -2.46, 3.70], [0.81, -0.15, 4.47], [1.35, -3.56, 1.33]], "gap_ev": 6.6, "homo_energy_ev": -11.627, "total_charge": 1, "e_above_lowest_kj_mol": 321.2, "e_lumo_ev": -5.00, "total_energy_ha": -2266.801831}